Entry 1:
ORCA calculation (wB97M-V/def2-TZVPD) on a molecular structure, C25H25BaCl3F5IN10SSi at a distorted geometry.

Last column: Löwdin charge in e.
Atoms and positions in Å:
Ba: 0.59 -0.76 0.36  1.60
N: 2.21 -2.42 -3.98  0.04
C: 1.34 -1.63 -3.33  -0.15
N: 1.46 -1.84 -2.04  0.00
C: 2.43 -2.78 -1.95  -0.32
N: 2.92 -3.16 -3.11  0.13
C: 2.91 -3.36 -0.68  -0.21
C: 3.98 -4.26 -0.67  -0.06
N: 4.43 -4.79 0.46  0.10
C: 3.83 -4.42 1.58  -0.10
C: 2.77 -3.53 1.58  -0.10
N: 2.31 -3.00 0.45  0.00
H: 2.37 -2.50 -4.97  0.16
H: 0.66 -0.95 -3.81  0.13
H: 4.46 -4.55 -1.60  0.12
H: 4.20 -4.84 2.51  0.11
H: 2.28 -3.23 2.50  0.12
N: 2.36 7.28 3.79  0.08
C: 1.70 6.31 4.44  -0.83
S: 1.46 6.30 6.05  0.72
C: 1.20 5.19 3.55  -0.20
C: 0.22 4.33 4.03  0.00
C: -0.27 3.34 3.20  -0.03
N: 0.20 3.21 1.96  -0.04
C: 1.18 3.97 1.49  -0.04
C: 1.70 4.99 2.26  0.02
H: 2.66 8.08 4.33  0.10
H: 2.31 7.38 2.79  0.09
H: -0.16 4.44 5.04  0.09
H: -1.03 2.63 3.49  0.10
H: 1.55 3.72 0.51  0.13
H: 2.51 5.57 1.85  0.12
Cl: -4.00 -0.72 1.73  0.02
Si: -1.92 -1.32 2.19  -0.52
Cl: -1.63 -0.16 4.06  -0.01
Cl: -2.36 -3.32 3.03  -0.02
C: -4.52 -4.33 -2.57  -0.05
C: -4.31 -3.33 -1.42  -0.59
C: -4.43 -4.05 -0.07  -0.05
C: -5.33 -2.19 -1.52  -0.04
C: -2.96 -2.76 -1.56  -0.16
N: -1.91 -2.30 -1.67  0.18
H: -5.52 -4.75 -2.50  0.09
H: -3.80 -5.14 -2.52  0.09
H: -4.42 -3.84 -3.54  0.09
H: -5.41 -4.51 -0.01  0.09
H: -4.32 -3.35 0.75  0.02
H: -3.67 -4.82 0.03  0.09
H: -6.33 -2.61 -1.40  0.09
H: -5.28 -1.70 -2.49  0.09
H: -5.16 -1.46 -0.73  0.04
F: 2.18 0.31 1.96  -0.33
C: 3.17 0.99 1.11  -0.15
F: 2.64 0.65 -0.21  -0.30
C: 4.38 0.03 1.22  -0.61
F: 4.56 -0.80 0.16  0.09
F: 4.33 -0.78 2.30  0.11
F: 5.51 0.75 1.33  0.11
N: -1.49 2.16 0.66  0.04
C: -0.32 1.93 1.08  -0.30
H: -1.90 3.06 0.93  0.05
I: 1.16 4.60 -3.88  0.88
C: 0.00 3.01 -3.25  -0.73
C: -1.31 2.85 -3.68  -0.13
C: -2.04 1.77 -3.21  -0.04
C: -1.43 0.90 -2.32  -0.16
N: -0.18 1.04 -1.91  -0.02
C: 0.52 2.08 -2.36  -0.23
H: -1.75 3.57 -4.37  0.10
H: -3.06 1.62 -3.52  0.11
H: -1.99 0.06 -1.92  0.07
H: 1.54 2.16 -1.99  0.09

Properties
Relative energy (zero: lowest compared OMol25 entry of this formula, charge and spin) = 278.7 kJ/mol

=====

Entry 2:
ORCA calculation (wB97M-V/def2-TZVPD) on a molecular structure, C29H70B2Br2FNO20S5Si2 at a distorted geometry.

Last column: Löwdin charge in e.
Atoms and positions in Å:
C: 4.71 3.52 0.19  -0.07
C: 6.09 2.97 0.76  -0.22
O: 7.17 2.90 -0.21  -0.07
C: 6.89 2.01 -1.28  -0.37
O: 6.58 2.55 -2.38  0.05
C: 6.98 0.43 -1.22  -0.07
C: 5.85 -0.28 -0.31  -0.22
C: 5.18 -1.56 -1.01  -0.22
Si: 3.79 -1.08 -2.28  0.55
C: 3.41 0.78 -2.12  -0.16
O: 2.43 -2.14 -2.25  -0.34
Si: 1.21 -1.70 -1.11  0.54
B: 0.27 -3.39 -0.67  -0.45
C: 0.49 -4.75 -1.56  -0.06
O: -0.63 -3.54 0.46  -0.03
B: 1.84 -0.99 0.59  -0.59
N: 2.43 -1.90 1.64  0.13
O: 1.76 0.40 1.01  0.00
C: -0.08 -0.62 -2.02  -0.64
Br: 0.25 -0.23 -3.97  0.69
C: -1.27 -0.08 -1.50  -0.70
C: -2.23 0.82 -2.44  -0.17
Br: -1.76 -0.43 0.37  0.79
C: 4.61 -1.36 -4.03  -0.32
F: 5.57 -2.44 -4.02  -0.12
C: 5.18 -0.03 -4.69  -0.22
C: 3.99 0.80 -5.44  -0.11
H: 4.61 4.64 0.43  0.08
H: 3.87 3.01 0.80  0.08
H: 4.53 3.32 -0.92  0.07
H: 6.44 3.72 1.56  0.13
H: 6.01 1.96 1.31  0.11
H: 8.01 0.16 -0.77  0.13
H: 7.00 -0.01 -2.28  0.12
H: 5.11 0.49 0.07  0.08
H: 6.40 -0.68 0.62  0.12
H: 6.04 -2.11 -1.54  0.07
H: 4.80 -2.30 -0.22  0.07
H: 2.46 1.14 -2.63  0.02
H: 4.25 1.45 -2.52  0.05
H: 3.31 1.08 -1.01  0.03
H: -0.52 -4.98 -2.06  0.07
H: 0.72 -5.64 -0.86  0.08
H: 1.31 -4.58 -2.33  0.05
H: -0.14 -3.47 1.31  0.10
H: 3.17 -2.49 1.24  0.06
H: 2.84 -1.36 2.41  0.08
H: 1.26 0.91 0.33  0.07
H: -2.99 1.32 -1.75  0.06
H: -2.74 0.17 -3.24  0.08
H: -1.63 1.66 -2.94  0.07
H: 3.74 -1.71 -4.70  0.12
H: 5.92 -0.31 -5.52  0.11
H: 5.74 0.65 -3.96  0.08
H: 3.10 0.10 -5.64  0.06
H: 4.38 1.30 -6.38  0.07
H: 3.57 1.62 -4.75  0.06
O: -3.04 -0.04 3.67  -0.30
S: -2.36 0.66 4.73  0.60
O: -1.70 -0.04 5.80  -0.27
O: -3.37 1.76 5.36  -0.29
C: -4.65 1.32 5.82  -0.26
C: -4.55 0.63 7.17  -0.07
C: -1.21 1.80 4.01  -0.12
H: -5.13 0.68 5.08  0.12
H: -5.27 2.22 5.92  0.11
H: -4.02 -0.31 7.09  0.07
H: -5.55 0.43 7.57  0.09
H: -4.00 1.25 7.88  0.07
H: -1.72 2.37 3.23  0.07
H: -0.39 1.22 3.59  0.07
H: -0.84 2.46 4.80  0.07
O: -5.39 5.46 7.79  -0.28
S: -4.06 4.91 7.70  0.61
O: -3.71 3.68 8.35  -0.28
O: -2.99 6.04 8.10  -0.26
C: -3.14 6.70 9.36  -0.27
C: -2.65 5.83 10.51  -0.08
C: -3.62 4.79 5.99  -0.11
H: -4.17 7.02 9.52  0.12
H: -2.53 7.60 9.32  0.12
H: -3.30 4.96 10.64  0.07
H: -2.65 6.39 11.44  0.08
H: -1.65 5.45 10.31  0.09
H: -3.84 5.74 5.50  0.08
H: -4.21 3.99 5.54  0.05
H: -2.56 4.55 5.91  0.07
O: -5.61 -3.87 -5.28  -0.27
S: -5.73 -2.72 -4.42  0.61
O: -4.73 -1.68 -4.39  -0.30
O: -6.00 -3.21 -2.91  -0.26
C: -5.09 -4.15 -2.32  -0.26
C: -3.81 -3.47 -1.88  -0.07
C: -7.31 -1.97 -4.69  -0.12
H: -4.88 -4.97 -3.01  0.12
H: -5.59 -4.58 -1.45  0.13
H: -3.24 -3.11 -2.73  0.07
H: -3.18 -4.16 -1.31  0.08
H: -4.03 -2.60 -1.25  0.08
H: -8.08 -2.74 -4.66  0.08
H: -7.29 -1.49 -5.67  0.08
H: -7.48 -1.22 -3.92  0.05
O: -8.46 0.88 -4.62  -0.29
S: -7.56 1.86 -4.06  0.61
O: -7.81 2.48 -2.78  -0.28
O: -7.29 3.01 -5.15  -0.26
C: -8.41 3.68 -5.73  -0.27
C: -9.00 4.71 -4.79  -0.08
C: -5.93 1.18 -4.04  -0.13
H: -9.17 2.96 -6.05  0.12
H: -8.05 4.19 -6.63  0.12
H: -9.45 4.24 -3.92  0.07
H: -9.76 5.31 -5.29  0.08
H: -8.22 5.38 -4.41  0.09
H: -5.71 0.75 -5.01  0.07
H: -5.89 0.41 -3.27  0.07
H: -5.22 1.97 -3.79  0.08
O: 6.62 -3.98 -0.65  -0.30
S: 6.57 -5.40 -0.43  0.61
O: 6.05 -5.96 0.79  -0.28
O: 8.03 -6.02 -0.71  -0.26
C: 9.15 -5.48 -0.02  -0.27
C: 9.22 -5.97 1.42  -0.08
C: 5.74 -6.16 -1.80  -0.11
H: 9.14 -4.39 -0.06  0.11
H: 10.05 -5.81 -0.55  0.12
H: 8.39 -5.58 2.00  0.07
H: 10.15 -5.65 1.89  0.08
H: 9.15 -7.06 1.45  0.09
H: 6.16 -5.77 -2.72  0.08
H: 4.68 -5.90 -1.73  0.08
H: 5.86 -7.24 -1.73  0.08

=====

Entry 3:
ORCA calculation (wB97M-V/def2-TZVPD) on 3 unconnected molecules or ions with the total composition C16H20F9N3O8PS3 at a distorted geometry.

Last column: Löwdin charge in e.
Atoms and positions in Å:
O: 4.70 -0.26 3.97  -0.17
P: 3.22 0.26 3.70  0.15
O: 3.06 1.52 4.65  -0.17
S: 1.88 -1.08 3.92  0.41
C: 3.23 0.98 2.04  -0.22
C: 3.92 0.51 0.96  0.04
N: 3.69 1.38 -0.06  -0.05
N: 4.21 1.31 -1.37  0.11
C: 5.18 2.05 -1.58  -0.74
S: 6.39 2.90 -1.97  0.94
C: 2.87 2.33 0.35  0.00
N: 2.57 2.12 1.63  0.01
C: 1.70 3.07 2.37  -0.07
C: 0.54 2.51 3.17  -0.04
C: -0.81 2.54 2.44  -0.48
F: -1.76 2.36 3.37  0.14
F: -0.96 3.75 1.88  0.13
C: -0.89 1.42 1.38  -0.42
F: -0.13 1.82 0.34  0.11
F: -0.32 0.31 1.85  0.12
S: -2.63 0.98 0.73  0.76
F: -3.15 2.42 1.09  -0.10
F: -2.24 1.45 -0.72  -0.14
F: -2.12 -0.47 0.33  -0.14
F: -3.01 0.43 2.15  -0.10
F: -4.06 0.60 0.21  -0.09
H: 4.79 -1.13 3.56  0.09
H: 3.73 1.48 5.36  0.11
H: 4.55 -0.35 0.88  0.15
H: 2.50 3.17 -0.20  0.18
H: 2.35 3.58 3.07  0.13
H: 1.39 3.81 1.64  0.13
H: 0.70 1.53 3.60  0.08
H: 0.41 3.19 4.00  0.15
C: -0.81 0.77 -3.19  -0.01
C: 0.41 -0.11 -3.17  -0.31
C: 0.24 -1.47 -3.79  -0.06
O: 1.17 -2.27 -3.01  0.08
C: 1.29 -1.70 -1.81  -0.59
O: 1.83 -2.19 -0.86  0.14
O: 0.73 -0.46 -1.80  0.05
H: -1.18 0.95 -4.20  0.10
H: -1.60 0.30 -2.60  0.07
H: -0.59 1.74 -2.73  0.08
H: 1.27 0.42 -3.59  0.15
H: 0.50 -1.49 -4.84  0.15
H: -0.76 -1.88 -3.65  0.09
C: -5.05 -3.76 -0.54  -0.01
C: -3.93 -3.94 -1.54  -0.32
C: -2.59 -3.41 -1.09  -0.07
O: -1.96 -3.05 -2.33  0.04
C: -2.97 -2.77 -3.21  -0.55
O: -2.81 -2.25 -4.27  0.16
O: -4.16 -3.14 -2.72  0.10
H: -4.80 -4.25 0.40  0.09
H: -5.24 -2.70 -0.36  0.09
H: -5.98 -4.19 -0.92  0.09
H: -3.86 -4.98 -1.85  0.16
H: -2.00 -4.16 -0.57  0.15
H: -2.67 -2.52 -0.47  0.11

Properties
Total charge = +1

=====

Entry 4:
ORCA calculation (wB97M-V/def2-TZVPD) on a molecular structure, C39H41BF2HfN3OPS3Si2 at a distorted geometry.

Last column: Löwdin charge in e.
Atoms and positions in Å:
Hf: 9.64 12.86 11.73  1.30
O: 10.50 11.35 13.02  -0.07
C: 11.41 12.14 12.74  -0.39
C: 12.75 11.94 13.31  -0.25
C: 12.78 11.77 14.66  -0.06
C: 13.96 11.82 15.35  -0.06
C: 15.08 11.96 14.62  -0.08
C: 15.07 12.09 13.23  -0.07
C: 13.89 12.10 12.51  -0.29
P: 13.71 11.94 10.65  1.12
C: 14.76 10.46 10.46  -0.39
C: 16.10 10.60 10.35  -0.12
C: 16.95 9.47 10.19  -0.06
C: 16.36 8.23 10.14  -0.11
C: 14.97 8.08 10.18  -0.08
C: 14.16 9.19 10.31  -0.08
C: 14.85 13.24 9.94  -0.39
C: 15.15 14.32 10.66  -0.15
C: 15.96 15.36 10.21  -0.09
C: 16.47 15.35 8.96  -0.09
C: 16.19 14.20 8.20  -0.11
C: 15.30 13.23 8.57  -0.08
H: 11.92 11.39 15.19  0.11
H: 14.03 11.61 16.41  0.12
H: 16.02 11.84 15.13  0.11
H: 16.02 12.09 12.64  0.12
H: 16.63 11.52 10.36  0.09
H: 18.04 9.39 10.25  0.11
H: 16.97 7.34 9.96  0.11
H: 14.49 7.13 9.94  0.11
H: 13.10 9.14 10.23  0.09
H: 14.80 14.45 11.71  0.11
H: 16.05 16.20 10.90  0.11
H: 17.05 16.14 8.46  0.11
H: 16.55 14.16 7.18  0.10
H: 15.07 12.40 7.86  0.13
C: 5.90 15.63 12.90  -0.15
Si: 7.58 15.14 12.31  0.33
C: 7.49 14.71 10.51  -0.17
C: 8.52 16.72 12.37  -0.17
C: 8.23 13.70 13.28  -0.47
C: 7.26 12.58 13.10  -0.41
C: 6.18 12.26 13.96  -0.03
C: 5.40 11.10 13.80  -0.01
C: 5.85 10.21 12.79  -0.07
C: 6.88 10.56 11.99  -0.12
N: 7.63 11.66 12.16  0.00
Si: 9.02 13.92 15.06  0.50
C: 8.02 15.08 16.16  -0.17
C: 10.77 14.63 14.91  -0.16
C: 8.93 12.19 15.78  -0.17
H: 5.52 16.51 12.40  0.04
H: 5.87 15.83 13.99  0.05
H: 5.20 14.89 12.63  0.01
H: 6.56 14.13 10.33  0.07
H: 8.35 14.22 9.92  -0.01
H: 7.39 15.57 9.89  0.02
H: 7.96 17.10 11.52  0.02
H: 9.57 16.75 12.05  0.01
H: 8.34 17.38 13.23  0.05
H: 6.08 13.02 14.73  0.11
H: 4.40 10.86 14.30  0.13
H: 5.43 9.22 12.70  0.10
H: 7.24 9.91 11.19  0.12
H: 8.15 16.06 15.76  0.01
H: 8.32 15.07 17.20  0.03
H: 6.95 14.89 15.94  0.03
H: 10.87 15.46 14.20  0.03
H: 11.59 13.95 14.73  0.00
H: 10.84 15.15 15.92  0.06
H: 8.14 12.22 16.55  0.04
H: 9.77 11.84 16.35  0.02
H: 8.64 11.43 15.09  0.02
S: 9.06 16.55 5.96  0.55
C: 9.74 16.23 7.45  -1.07
S: 10.28 14.67 8.16  0.97
C: 10.76 15.50 9.62  -1.07
N: 10.57 16.77 9.59  0.03
N: 10.04 17.17 8.38  -0.17
C: 9.56 18.56 8.46  -0.20
C: 10.46 19.62 8.27  -0.02
C: 10.04 20.93 8.33  -0.10
C: 8.72 21.22 8.63  -0.09
C: 7.82 20.16 8.77  -0.08
C: 8.19 18.83 8.64  -0.02
S: 11.44 14.58 10.97  0.55
H: 11.49 19.50 8.05  0.11
H: 10.75 21.83 8.14  0.14
H: 8.39 22.22 8.63  0.09
H: 6.77 20.35 8.90  0.10
H: 7.51 17.94 8.72  0.13
F: 9.18 11.56 8.32  0.08
B: 9.35 11.43 9.66  -0.60
F: 9.48 10.10 10.03  0.05

Properties
Relative energy (zero: lowest compared OMol25 entry of this formula, charge and spin) = 36.9 kJ/mol

=====

Quick rundown of gap between HOMO and LUMO, same order as above: 0.24693, 0.32500, 0.29956, 0.27185 Ha